No. 1
29
Properties=species:S:1:pos:R:3:lowdin_charge:R:1 method="wB97M-V/def2-TZVPD" smiles="NC(N)=Nc1cccc([C@H](CS)C(=O)O)c1" charge=0 e_above_lowest_kj_mol=0.0 e_lumo_ev=0.68 homo_lumo_gap_ev=8.768 homo_energy_ev=-8.09
O -2.006 0.970 -2.877 0.061
N -0.321 -2.427 0.611 0.118
O -0.127 1.691 -3.971 0.114
S -0.837 3.677 0.790 0.711
C -0.892 1.534 -2.861 -0.418
C -0.349 -2.947 1.787 -0.604
C 2.345 0.176 0.394 -0.083
C 1.748 -1.024 0.698 -0.053
C 1.636 1.197 -0.221 -0.082
C -0.283 -0.202 -0.362 0.040
C 0.390 -1.227 0.379 -0.250
C 0.336 1.003 -0.652 -0.223
N 0.231 -2.500 2.926 0.161
N -0.976 -4.084 1.894 0.136
C -1.489 2.785 -0.701 -0.481
C -0.365 2.094 -1.514 -0.242
H -0.554 1.224 -4.709 0.131
H 0.323 3.019 0.926 -0.170
H 3.380 0.287 0.697 0.106
H 2.297 -1.797 1.220 0.108
H 2.123 2.110 -0.465 0.102
H -1.296 -0.409 -0.715 0.122
H 0.437 -1.517 2.879 0.095
H -0.165 -2.797 3.791 0.096
H -0.535 -4.704 2.543 0.102
H -1.185 -4.448 0.978 0.112
H -2.222 1.989 -0.415 0.088
H -2.048 3.501 -1.294 0.071
H 0.408 2.827 -1.755 0.131

---

No. 2
25
Properties=species:S:1:pos:R:3:lowdin_charge:R:1 method="wB97M-V/def2-TZVPD" smiles=CCc1c[nH]c2ccccc12.O charge=0 e_above_lowest_kj_mol=30.1 e_lumo_ev=0.53 homo_lumo_gap_ev=8.473 homo_energy_ev=-7.94
C -0.668 0.430 -3.233 -0.063
C -1.498 0.269 -2.149 -0.213
C -5.016 1.900 -2.583 -0.094
C -4.800 2.307 -3.922 -0.119
C -4.044 1.092 -1.986 -0.034
C -3.651 1.995 -4.592 -0.047
C -2.761 0.838 -2.561 -0.127
C -2.622 1.316 -3.891 -0.189
N -1.290 1.049 -4.342 0.075
C 0.000 0.000 0.000 -0.089
C -1.191 -0.528 -0.922 -0.189
H 0.361 0.072 -3.196 0.121
H -5.923 2.148 -2.018 0.101
H -5.515 2.911 -4.496 0.103
H -4.309 0.807 -0.959 0.103
H -3.516 2.437 -5.588 0.110
H -0.830 1.445 -5.165 0.143
H -0.080 1.083 0.191 0.070
H 1.000 -0.211 -0.414 0.063
H -0.104 -0.535 0.959 0.062
H -0.964 -1.556 -1.263 0.112
H -2.144 -0.563 -0.360 0.105
O -0.674 4.995 -4.777 -0.086
H -0.500 4.664 -3.866 0.049
H -0.555 4.207 -5.354 0.032